# 1
# C3H5Cl

An isolated molecule of C3H5Cl (wB97M-V/def2-TZVPD, OMol25).

Computed properties:
LUMO   0.0419 Eh
SMILES string   C/C=C/Cl
E_HOMO   -9.426 eV
Charge   0

The geometry in XYZ format:
```
9
Properties=species:S:1:pos:R:3:forces:R:3:nbo_charge:R:1
H 1.5817 0.9350 -0.2368 -0.764 -1.025 0.631 0.222
H 1.3387 -0.6542 -0.9343 0.292 0.099 1.861 0.230
C 1.2136 -0.1025 0.0634 0.388 1.035 -0.558 -0.657
H -1.1553 0.8010 -1.4058 0.133 -1.311 3.295 0.224
H -0.3978 -0.6947 1.3005 -1.172 -1.711 3.093 0.206
H 1.8636 -0.3930 0.9743 -0.924 -0.050 -1.935 0.227
C -0.2858 -0.1660 0.4586 3.250 1.561 -2.905 -0.218
C -1.2461 0.2851 -0.2929 -0.968 1.312 -3.638 -0.213
Cl -2.9127 -0.0109 0.0729 -0.236 0.090 0.156 -0.021
```
Forces are in eV/Å.


# 2
# C3H5Cl

C3H5Cl as an isolated structure (wB97M-V/def2-TZVPD, OMol25).

Computed properties:
LUMO   0.0389 Eh
E_HOMO   -10.110 eV
Charge   0

The geometry in XYZ format:
```
9
Properties=species:S:1:pos:R:3:forces:R:3:nbo_charge:R:1
H 0.2629 1.5607 0.9638 -0.101 -0.830 0.050 0.234
H -0.8500 -1.1723 -0.1993 0.240 -0.208 0.632 0.229
H 0.3792 -1.2079 1.3447 -1.400 1.151 -2.128 0.237
Cl 2.6798 -0.0881 0.0614 -0.530 0.053 -0.218 -0.010
H 0.7270 0.0191 -1.7667 1.599 -0.719 4.252 0.210
C 0.9951 -0.0566 -0.4351 -0.773 0.857 -5.321 -0.227
H -0.8214 1.1422 -0.4599 0.906 0.014 0.666 0.217
C -0.0612 -0.6850 0.3755 1.017 -1.957 2.289 -0.443
C -0.0156 0.7939 0.2297 -0.960 1.640 -0.221 -0.447
```
Forces are in eV/Å.


# 3
# C3H5Cl2N3

A 2-piece molecular cluster, C3H5Cl2N3 overall (wB97M-V/def2-TZVPD, OMol25).

Computed properties:
LUMO   -0.4122 Eh
E_HOMO   -18.143 eV
Charge   +2

The geometry in XYZ format:
```
13
Properties=species:S:1:pos:R:3:forces:R:3:nbo_charge:R:1
N 0.3940 -1.4709 -0.4757 0.570 1.394 -1.217 -0.487
Cl -2.1885 -1.8351 -0.1076 0.283 0.032 -0.242 0.388
Cl -2.8087 1.5148 0.1590 0.220 2.366 -1.930 -0.257
H 2.4327 -0.9737 -0.9360 0.109 -0.137 -0.396 0.308
C -0.8041 -0.9659 0.0601 0.761 -0.870 0.677 0.445
N 1.4314 0.5281 0.1891 -2.490 -3.315 -1.018 -0.458
C 0.2934 0.8557 0.9044 -0.370 -1.403 -0.027 0.396
C 1.4935 -0.6723 -0.4999 -1.824 1.381 2.122 0.436
H -2.1919 2.4116 -0.6947 -1.314 -1.426 1.385 0.309
N -0.7711 0.1032 0.8415 0.980 -0.761 -0.168 -0.374
H 0.1666 1.6569 1.6197 0.996 0.657 -0.149 0.303
H 0.3813 -2.2934 -1.1239 -0.009 0.407 0.864 0.511
H 2.1714 1.1410 0.0641 2.091 1.674 0.100 0.481
```
Forces are in eV/Å.


# 4
# C3H5Cl2O2P

An isolated molecule of C3H5Cl2O2P (wB97M-V/def2-TZVPD, OMol25).

Computed properties:
LUMO   0.0122 Eh
SMILES string   CCOC(=O)P(Cl)Cl
E_HOMO   -9.596 eV
Charge   0

The geometry in XYZ format:
```
13
Properties=species:S:1:pos:R:3:forces:R:3:nbo_charge:R:1
H 0.7875 -1.3223 0.9934 -0.337 1.962 0.712 0.214
C 1.7182 0.6899 0.6757 2.392 -2.530 1.452 -0.626
Cl -3.0645 1.1368 -0.6745 0.061 -0.080 -0.392 -0.284
C 0.5209 -0.1926 1.0205 -0.366 -2.014 -0.894 -0.098
O -1.0476 -2.1691 -0.0268 -0.549 0.110 -0.796 -0.578
H 1.4267 1.5422 0.1657 -0.687 1.744 -0.878 0.222
H 2.5420 0.1445 -0.0001 -1.988 0.994 1.597 0.216
H -0.1829 0.0656 1.8487 1.526 -0.088 0.127 0.205
P -2.3466 -0.3465 -1.9374 -0.313 -1.302 1.652 0.717
O -0.3997 -0.0260 -0.0771 -0.362 -0.117 -1.345 -0.541
C -1.1119 -1.0719 -0.5076 0.116 0.998 0.112 0.581
H 2.1961 0.9810 1.6525 -0.147 -0.175 -1.071 0.219
Cl -1.0382 0.5685 -3.1331 0.653 0.499 -0.274 -0.247
```
Forces are in eV/Å.


# 5
# C3H5Cl2O3S

A 2-piece molecular cluster, C3H5Cl2O3S overall (wB97M-V/def2-TZVPD, OMol25).

Computed properties:
LUMO (alpha / beta)   0.1127 / 0.1127 Eh
E_HOMO (alpha / beta)   -4.322 / -4.321 eV
Charge   -1

The geometry in XYZ format:
```
14
Properties=species:S:1:pos:R:3:forces:R:3:nbo_charge:R:1
O -2.4840 -1.1559 -0.7915 -0.081 0.722 0.968 -0.928
C 0.8455 -0.7768 -0.9570 1.180 0.848 -0.022 -0.270
O -1.9264 1.2462 -1.0081 -0.110 -0.857 0.294 -0.958
H -0.0686 1.3490 1.4863 -1.591 0.609 2.017 0.236
H 1.7058 1.0145 1.2572 1.233 0.194 1.199 0.211
O -2.4420 0.4305 1.2294 0.043 -1.125 -1.172 -0.928
C 0.7079 0.9741 0.9364 0.768 -1.565 -4.385 -0.662
H 0.6958 1.5381 0.0024 0.112 0.776 0.067 0.219
Cl 0.3522 -1.6689 1.5145 0.136 -0.318 0.053 -0.073
S -2.0592 0.0757 -0.1396 2.027 0.827 -0.070 2.334
H 0.5247 -1.7441 -1.1857 0.137 -1.581 -0.506 0.221
Cl 2.9540 -0.7951 -0.8672 -0.493 -0.307 -0.368 -0.440
C 0.4339 -0.3837 0.3109 -3.256 1.298 1.911 -0.192
H 0.7603 -0.1036 -1.7881 -0.106 0.478 0.013 0.230
```
Forces are in eV/Å.


# 6
# C3H5Cl4NOS

A 2-piece molecular cluster, C3H5Cl4NOS overall (wB97M-V/def2-TZVPD, OMol25).

Computed properties:
LUMO   -0.0058 Eh
SMILES string   SC(Cl)(Cl)Cl.C/N=C(/O)Cl
E_HOMO   -9.661 eV
Charge   0

The geometry in XYZ format:
```
15
Properties=species:S:1:pos:R:3:forces:R:3:nbo_charge:R:1
H 3.4550 -0.9176 -1.3558 0.080 0.133 -0.082 0.214
H 2.6858 0.6958 -1.4679 -0.013 0.002 0.001 0.219
Cl -3.8726 1.0674 1.1306 0.019 -0.078 -0.081 0.025
C 3.1897 -0.0133 -0.8095 0.172 0.054 -0.372 -0.426
H 4.0983 0.4423 -0.4187 0.048 -0.027 -0.046 0.216
O 0.5647 -0.1533 1.7105 -1.000 0.108 1.009 -0.651
C 1.3558 0.1089 0.7345 0.311 2.068 -1.725 0.741
H 0.7654 -0.9999 2.1383 0.213 -0.016 -0.172 0.521
N 2.3603 -0.3953 0.2828 -0.297 -0.320 0.532 -0.472
S -1.8615 -0.8202 0.0185 -0.587 -0.555 0.009 0.037
Cl -3.8888 0.5095 -1.7005 -0.007 -0.022 0.084 0.024
C -3.5579 -0.1902 -0.0944 0.282 0.259 -0.102 -0.308
Cl 0.5915 1.8856 -0.1249 0.837 -1.867 0.961 -0.338
H -1.2378 0.3340 -0.2250 -0.116 0.329 -0.032 0.158
Cl -4.6478 -1.5538 0.1816 0.058 -0.067 0.016 0.041
```
Forces are in eV/Å.


# 7
# C3H5Cl5

A 2-piece molecular cluster, C3H5Cl5 overall (wB97M-V/def2-TZVPD, OMol25).

Computed properties:
LUMO (alpha / beta)   -0.1388 / -0.3988 Eh
<S²>   0.754
Spin multiplicity   2
E_HOMO (alpha / beta)   -14.330 / -14.330 eV
Charge   +1

The geometry in XYZ format:
```
13
Properties=species:S:1:pos:R:3:forces:R:3:lowdin_spin:R:1
Cl 3.4538 1.0395 -1.1740 0.157 0.091 0.020 0.360
Cl -2.9415 0.6673 1.5184 0.399 -1.032 -0.343 0.000
H -3.3629 -1.6600 1.1479 0.142 0.295 0.069 0.000
Cl 1.4507 1.9867 1.0105 -0.338 -0.768 -1.166 0.460
H 0.2034 0.1631 0.1258 -0.453 0.262 0.272 0.011
C 0.8749 0.8904 -0.3304 0.684 -0.649 1.431 0.055
H 1.6612 -0.2447 -1.9620 0.066 -0.234 0.105 0.002
C -2.5163 -1.0055 0.9406 -0.668 0.423 0.727 0.000
C 1.9897 0.0774 -0.9739 -0.077 1.368 -0.591 0.049
Cl -1.1429 -1.6669 1.8674 -0.166 0.341 -0.519 0.001
H 0.2929 1.5236 -1.0000 0.161 0.142 -0.224 0.030
H 2.3412 -0.7585 -0.3690 -0.280 -0.242 0.205 0.031
Cl -2.3042 -1.0124 -0.8013 0.374 0.002 0.015 0.001
```
Forces are in eV/Å.


# 8
# C3H5ClFN3

An isolated molecule of C3H5ClFN3 (wB97M-V/def2-TZVPD, OMol25).

Computed properties:
LUMO (alpha / beta)   0.0098 / 0.0098 Eh
E_HOMO (alpha / beta)   -8.542 / -8.542 eV
Charge   0

The geometry in XYZ format:
```
13
Properties=species:S:1:pos:R:3:forces:R:3:nbo_charge:R:1
C -0.0990 -1.2197 -0.2048 0.099 -0.551 -1.373 -0.030
N 0.2662 -0.1533 0.4289 -0.103 -0.282 1.214 -0.094
H -0.3117 -1.2074 -1.3080 0.068 0.299 1.570 0.303
H 1.8069 0.1559 1.9748 -1.091 -0.575 -0.648 0.231
N 0.1209 1.0811 -0.0363 1.201 0.022 1.014 -0.409
H 0.1814 0.5477 2.3768 -1.485 1.347 1.020 0.227
Cl -0.2216 -2.7349 0.5320 0.178 -0.716 0.379 0.045
C -0.3990 1.2529 -1.2469 0.364 2.854 1.769 0.156
H -0.4365 2.3124 -1.2682 -0.448 1.097 -1.620 0.205
C 0.7288 -0.1603 1.8672 1.803 -0.922 -2.029 -0.401
H 0.5624 -1.1654 2.1881 0.137 -0.304 0.718 0.217
N -0.8531 0.3930 -2.0190 -1.083 -2.717 -3.380 -0.172
F -1.3456 0.8980 -3.2846 0.360 0.447 1.366 -0.279
```
Forces are in eV/Å.